# 1
The following is a quantum chemistry calculation of C49H55AsBiN5O7Si2 as an isolated structure, from the Open Molecules 2025 dataset.

The geometry in XYZ format:
```
120
C49H55AsBiN5O7Si2 (ωB97M-V with the def2-TZVPD basis set)
Bi -0.607 1.015 0.082
O 2.328 -2.270 2.145
C 1.424 -1.297 1.917
O 1.687 -0.376 1.174
C 0.140 -1.479 2.660
C 0.180 -2.173 3.842
C -1.023 -2.196 4.608
C -2.134 -1.588 4.144
C -2.121 -0.932 2.842
N -0.927 -0.866 2.120
C -3.236 -0.339 2.361
O -4.357 -0.088 3.124
O -3.235 0.268 1.101
H 3.095 -2.060 1.589
H 1.090 -2.639 4.185
H -1.044 -2.702 5.566
H -3.057 -1.592 4.706
H -5.109 -0.591 2.789
C -2.932 -1.479 -1.199
Si -4.049 -0.387 -0.196
C -5.501 -1.420 0.363
C -4.619 1.139 -1.124
C -5.735 0.988 -1.956
C -6.318 2.065 -2.603
C -5.780 3.329 -2.426
C -4.657 3.494 -1.631
C -4.048 2.421 -0.965
Si -2.508 2.931 0.044
C -1.748 4.405 -0.859
C -3.078 3.512 1.729
H -3.477 -1.875 -2.062
H -2.612 -2.323 -0.581
H -2.043 -0.983 -1.590
H -5.791 -2.134 -0.409
H -6.377 -0.818 0.612
H -5.207 -2.010 1.237
H -6.170 0.002 -2.094
H -7.184 1.919 -3.236
H -6.227 4.186 -2.915
H -4.241 4.490 -1.535
H -2.287 5.331 -0.643
H -1.750 4.254 -1.941
H -0.713 4.551 -0.542
H -3.802 4.319 1.583
H -2.253 3.905 2.326
H -3.572 2.713 2.285
C -0.207 1.962 -4.588
C -0.157 1.819 -3.097
N -1.109 1.294 -2.408
O -2.184 0.855 -3.182
C 1.011 2.311 -2.379
C 2.214 2.882 -3.055
N 0.999 2.298 -1.068
O 2.010 2.761 -0.447
H -1.147 1.602 -4.987
H 0.612 1.399 -5.039
H -0.069 3.008 -4.861
H -2.953 0.935 -2.595
H 2.132 2.855 -4.138
H 3.108 2.334 -2.747
H 2.372 3.912 -2.729
C 4.689 1.118 1.295
C 4.325 1.126 2.775
N 4.400 2.445 3.398
C 5.728 3.031 3.569
C 6.035 4.113 2.542
C 3.356 3.152 3.895
O 3.509 4.191 4.524
C 1.958 2.644 3.681
C 1.078 2.575 4.752
C -0.229 2.187 4.521
C -0.624 1.913 3.224
N 0.215 2.004 2.187
C 1.484 2.355 2.413
H 4.449 0.147 0.860
H 5.754 1.306 1.145
H 4.124 1.871 0.744
H 5.006 0.469 3.326
H 3.325 0.724 2.914
H 6.449 2.214 3.505
H 5.783 3.455 4.571
H 5.997 3.720 1.526
H 7.031 4.524 2.715
H 5.312 4.922 2.630
H 1.424 2.825 5.747
H -0.946 2.092 5.324
H -1.639 1.601 3.011
H 2.111 2.415 1.535
C 5.210 -2.839 -1.099
C 4.607 -1.678 -1.567
C 3.224 -1.581 -1.598
C 2.430 -2.649 -1.187
C 3.037 -3.807 -0.717
C 4.424 -3.899 -0.672
As 0.495 -2.360 -1.201
C -0.149 -4.144 -0.809
C -0.310 -4.703 0.450
C -0.852 -5.978 0.564
C -1.248 -6.670 -0.575
C -1.110 -6.100 -1.832
C -0.557 -4.830 -1.959
C -0.374 -4.085 -3.223
C -0.693 -4.542 -4.497
C -0.477 -3.725 -5.597
C 0.050 -2.449 -5.436
C 0.364 -1.984 -4.166
C 0.164 -2.803 -3.068
H 6.289 -2.914 -1.065
H 5.214 -0.842 -1.892
H 2.762 -0.654 -1.925
H 2.432 -4.643 -0.388
H 4.889 -4.806 -0.306
H -0.024 -4.155 1.342
H -0.976 -6.425 1.542
H -1.677 -7.659 -0.480
H -1.437 -6.646 -2.708
H -1.109 -5.532 -4.638
H -0.723 -4.084 -6.588
H 0.208 -1.817 -6.301
H 0.765 -0.983 -4.038
```

Output
E_HOMO = -0.209 hartree
LUMO level = 0.3677 eV
Kohn-Sham gap = 6.0537 eV

Here are the Löwdin charges for atoms 1 to 8, given in e:
1. Bi 1.70
2. O 0.10
3. C -0.50
4. O -0.05
5. C -0.28
6. C -0.05
7. C -0.09
8. C -0.02

# 2
The following is a quantum chemistry calculation of C49H57ClN4O5SV as an isolated structure, from the Open Molecules 2025 dataset.

The geometry in XYZ format:
```
118
C49H57ClN4O5SV (ωB97M-V with the def2-TZVPD basis set)
V -0.670 -0.539 -1.113
C 2.245 3.680 4.326
C 3.024 2.941 3.229
C 3.791 1.788 3.878
C 4.034 3.898 2.580
C 2.051 2.449 2.164
C 1.940 1.117 1.827
C 1.027 0.749 0.828
N 0.624 -0.494 0.418
C 0.997 -1.692 0.954
C 1.635 -2.008 2.161
C 1.996 -3.316 2.417
C 1.712 -4.304 1.450
C 0.992 -4.067 0.293
C 0.555 -2.741 0.113
O -0.263 -2.346 -0.847
C 0.632 -5.162 -0.707
C 1.264 -6.499 -0.326
C -0.892 -5.355 -0.744
C 1.152 -4.772 -2.100
C 2.682 -3.653 3.741
C 1.714 -3.340 4.890
C 3.948 -2.798 3.891
C 3.083 -5.126 3.831
C 0.319 1.733 0.116
O -0.464 1.234 -0.839
C 0.368 3.095 0.470
C 1.240 3.399 1.497
C -0.493 4.128 -0.246
C -1.976 3.787 -0.035
C -0.248 5.537 0.294
C -0.162 4.125 -1.742
H 2.930 4.009 5.108
H 1.498 3.028 4.781
H 1.737 4.563 3.942
H 4.467 2.184 4.636
H 4.396 1.243 3.153
H 3.118 1.085 4.373
H 4.740 4.258 3.328
H 3.542 4.765 2.141
H 4.597 3.394 1.793
H 2.565 0.376 2.291
H 1.828 -1.241 2.891
H 2.050 -5.311 1.641
H 0.899 -6.864 0.634
H 2.352 -6.435 -0.284
H 1.006 -7.243 -1.080
H -1.266 -5.662 0.235
H -1.145 -6.138 -1.461
H -1.406 -4.444 -1.035
H 2.241 -4.704 -2.099
H 0.756 -3.811 -2.426
H 0.863 -5.532 -2.828
H 1.426 -2.288 4.896
H 2.186 -3.564 5.847
H 0.806 -3.939 4.809
H 3.716 -1.735 3.947
H 4.627 -2.952 3.052
H 4.473 -3.068 4.808
H 2.218 -5.787 3.777
H 3.575 -5.307 4.787
H 3.783 -5.406 3.043
H 1.330 4.432 1.800
H -2.228 3.786 1.026
H -2.227 2.812 -0.452
H -2.597 4.537 -0.529
H -0.502 5.621 1.352
H -0.875 6.241 -0.253
H 0.789 5.848 0.158
H -0.362 3.161 -2.208
H 0.888 4.372 -1.902
H -0.763 4.880 -2.251
N -4.573 -0.527 0.834
C -4.670 0.605 1.684
C -5.896 1.191 1.945
C -5.956 2.307 2.769
C -4.795 2.852 3.294
C -3.564 2.280 3.000
C -3.506 1.140 2.214
S -1.978 0.306 1.947
N -2.270 -0.362 0.396
C -3.459 -0.758 0.091
C -3.566 -1.556 -1.158
C -4.711 -2.225 -1.566
C -4.650 -3.011 -2.705
C -3.448 -3.111 -3.388
C -2.357 -2.403 -2.918
N -2.414 -1.633 -1.837
H -5.448 -0.851 0.459
H -6.800 0.776 1.517
H -6.915 2.754 2.989
H -4.843 3.725 3.928
H -2.651 2.706 3.392
H -5.636 -2.166 -1.011
H -5.526 -3.547 -3.043
H -3.348 -3.727 -4.269
H -1.397 -2.467 -3.415
C -1.295 1.577 -6.539
C -0.262 2.385 -5.807
C -0.432 3.757 -5.656
C 0.543 4.532 -5.054
Cl 0.306 6.248 -4.925
C 1.708 3.965 -4.569
C 1.879 2.597 -4.685
C 0.908 1.818 -5.298
O 1.235 0.486 -5.488
C 0.416 -0.515 -4.924
C 0.034 -0.273 -3.473
O 0.807 -0.622 -2.531
O -1.104 0.167 -3.171
H -1.913 2.226 -7.156
H -1.951 1.053 -5.840
H -0.825 0.840 -7.191
H -1.322 4.231 -6.048
H 2.468 4.584 -4.115
H 2.778 2.116 -4.328
H 1.016 -1.426 -4.966
H -0.507 -0.655 -5.494
```

Output
E_HOMO (alpha / beta) = -0.380 / -0.380 hartree
LUMO level (alpha / beta) = -4.3883 / -4.3907 eV
charge = +1
Kohn-Sham gap (alpha / beta) = 5.9494 / 5.9508 eV

Here are the Löwdin charges for atoms 1 to 8, given in e:
1. V 1.05
2. C -0.04
3. C -0.56
4. C -0.06
5. C -0.03
6. C -0.14
7. C 0.06
8. C -0.19

Across the entries above, energy above the lowest of the compared OMol25 structures with the same formula, charge and spin takes the values 16.3 0.0 kJ/mol, respectively.
Across the entries above, F_max takes the values 0.52 1.07 eV/A, respectively.